13
Properties=species:S:1:pos:R:3:mulliken_charge:R:1 method="wB97M-V/def2-TZVPD" e_homo_ha=-0.35975 lumo_energy_ha=0.02892 max_force_ev_per_a=6.94 smiles="C=C(F)CNC=O" multiplicity=1 e_tot_ha=-385.83009 charge=0 gap_ev=10.58
C 0.39134 0.56405 2.14806 -0.936
C 0.95037 -0.02321 1.04168 0.552
F 2.26492 0.06382 0.68464 -0.261
C 0.17714 -0.84229 -0.04679 -0.607
N -0.06420 0.01484 -1.26467 -0.202
C -1.28517 0.42872 -1.73017 -0.008
O -2.30349 0.35104 -1.12113 -0.527
H 1.10928 0.97644 2.81711 0.293
H -0.59687 0.56707 2.25193 0.366
H -0.76571 -1.20142 0.37100 0.361
H 0.75135 -1.64671 -0.39855 0.332
H 0.48506 -0.09049 -2.11253 0.239
H -1.11403 0.83814 -2.64058 0.397